(1)
Entry from the Open Molecules 2025 dataset: a molecular structure, C3H6LiO4 in a non-equilibrium geometry (ωB97M-V/def2-TZVPD).

```
14
Properties=species:S:1:pos:R:3:forces:R:3:lowdin_spin:R:1
O 0.893 1.368 -2.453 0.901 0.112 0.046 0.13
C 0.172 1.419 -1.349 -2.307 0.607 -0.652 0.23
C 0.787 0.277 -0.206 1.056 0.575 1.329 0.24
O 0.073 0.392 0.928 1.147 -1.523 2.597 0.26
H 0.561 1.951 -3.156 0.038 -0.270 -0.339 0.02
H -0.877 1.107 -1.516 0.308 -0.214 0.335 0.01
H 0.178 2.394 -0.823 0.769 -0.509 0.542 0.04
H 1.841 0.563 -0.116 -0.136 -0.191 -0.036 0.01
H 0.592 -0.681 -0.699 -0.348 0.274 -0.723 0.05
C -1.013 -1.393 2.004 3.670 -3.865 3.210 0.00
O -1.430 -2.288 1.356 -1.232 2.053 -0.660 0.00
Li -2.071 -4.085 1.182 -0.200 -0.269 -0.046 0.00
O -0.243 -1.114 2.883 -2.557 1.497 -2.073 0.02
H 0.535 0.089 1.965 -1.109 1.725 -3.531 0.01
```
Forces are in eV/Å.

Properties
DFT total energy: -11582.106 eV
<S²>: 0.7544
HOMO (spin up / spin down): -19.0 / -18.8 eV
multiplicity: 2
charge: +2
orbital gap (spin up / spin down): 9.75 / 6.27 eV
ΔE to the lowest compared entry with this formula, charge and spin: 14.81 kcal per mole

=====

(2)
Entry from the Open Molecules 2025 dataset: a single C9H11NSe molecule in a non-equilibrium geometry (ωB97M-V/def2-TZVPD).

```
22
Properties=species:S:1:pos:R:3:forces:R:3:mulliken_charge:R:1
C -0.190 -2.435 1.326 -1.570 1.511 1.019 -0.72
C -1.570 -2.229 1.697 0.172 -1.402 -0.471 -0.46
C 0.531 -1.424 0.805 1.025 0.361 -1.458 -0.26
C -2.197 -1.062 1.348 -0.164 -0.061 -0.739 -0.72
C -0.116 -0.119 0.447 2.895 -2.133 0.633 0.75
C -1.472 -0.096 0.640 -3.024 1.214 0.167 0.41
C -1.950 2.025 -1.451 3.919 -4.222 0.684 -0.70
C 2.269 1.005 -1.641 -1.721 -0.039 1.835 -0.96
C 1.880 1.134 -0.063 2.703 -0.774 -1.106 -0.47
N 0.477 0.971 0.086 0.664 0.662 -0.266 -0.46
Se -2.577 1.368 0.087 -0.472 -0.622 1.098 0.24
H 0.228 -3.343 1.658 0.717 -1.039 -0.160 0.40
H -2.071 -3.167 2.015 -0.071 1.151 0.196 0.30
H 1.565 -1.686 0.461 -0.897 0.814 0.537 0.25
H -3.266 -0.847 1.380 0.185 -0.611 0.504 0.30
H -0.949 1.582 -1.752 -1.587 1.067 0.116 0.18
H -2.349 2.853 -1.820 -1.630 3.367 -1.585 0.43
H 1.414 0.436 -2.027 0.662 -0.287 -0.380 0.29
H 2.295 1.923 -2.188 -0.091 0.827 -0.029 0.29
H 3.222 0.536 -1.748 0.413 -0.606 -0.154 0.33
H 2.690 0.444 0.445 -2.076 0.678 -0.382 0.22
H 2.138 2.129 0.294 -0.052 0.142 -0.059 0.37
```
Forces are in eV/Å.

Properties
DFT total energy: -76343.145 eV
HOMO (spin up / spin down): -6.9 / -7.7 eV
orbital gap (spin up / spin down): 5.54 / 7.95 eV
ΔE to the lowest compared entry with this formula, charge and spin: 56.34 kcal per mole

=====

(3)
Entry from the Open Molecules 2025 dataset: 10 unconnected molecules or ions with the total composition C34H66FNO10S in a non-equilibrium geometry (ωB97M-V/def2-TZVPD).

```
113
Properties=species:S:1:pos:R:3:forces:R:3:mulliken_charge:R:1
C 3.334 4.668 2.790 -0.546 -0.577 0.796 -0.70
C 2.698 3.464 1.855 -0.374 0.514 0.664 0.38
F 3.454 2.209 2.146 -1.412 2.431 -0.816 -0.40
C 1.105 3.125 2.237 0.158 0.071 1.007 -0.01
C 0.101 4.372 1.880 0.268 -0.330 -1.265 0.71
C -0.850 4.292 0.529 -0.434 -1.534 -3.388 0.08
O -0.769 3.489 -0.547 -0.460 5.047 6.514 -0.55
N -1.907 5.385 0.731 1.941 -1.469 0.299 -0.29
C -1.682 6.089 2.085 2.092 -0.237 -0.456 -0.17
C -1.075 4.794 2.952 0.207 0.014 -2.930 -0.22
S -0.652 5.057 4.757 0.041 0.001 -0.438 -0.25
H 2.927 5.725 2.488 0.881 -2.317 0.436 0.21
H 2.955 4.458 3.890 0.979 0.371 -2.098 0.12
H 4.523 4.677 2.794 -2.681 -0.174 -0.227 0.33
H 2.804 3.783 0.732 -0.062 -1.128 2.037 0.24
H 1.066 3.000 3.423 0.181 0.200 -2.538 -0.14
H 0.759 2.099 1.791 0.735 2.100 0.611 -0.17
H 0.849 5.242 1.572 -1.805 -1.210 1.026 -0.35
H -2.089 6.013 -0.084 0.225 -1.104 0.950 0.29
H -0.785 6.829 1.816 -1.929 -1.159 1.419 0.03
H -2.589 6.645 2.572 1.582 -1.338 -1.268 0.34
H -1.919 3.985 2.753 1.727 1.441 1.158 0.34
H 0.662 4.664 5.064 -1.175 0.136 -1.193 0.13
C 1.915 -1.865 -0.172 -0.188 -0.531 0.026 -0.95
C 0.610 -1.273 -0.633 -0.869 -0.657 -0.130 0.78
O -0.395 -1.968 -0.764 1.383 0.877 0.094 -0.58
C 0.583 0.203 -0.927 -0.541 -0.096 -0.176 0.16
H 1.785 -2.938 0.002 -0.039 0.224 -0.004 0.33
H 2.679 -1.725 -0.941 -0.009 0.230 0.188 0.03
H 2.227 -1.394 0.764 0.141 0.098 -0.162 0.35
H 1.288 0.435 -1.730 0.198 0.070 0.262 0.12
H 0.836 0.766 -0.025 0.187 0.037 -0.207 -0.42
H -0.423 0.491 -1.249 0.180 -0.046 0.138 0.17
C -5.132 -3.282 1.701 -0.052 -0.325 0.485 -1.24
C -3.639 -3.363 1.521 0.827 -0.601 0.672 0.65
O -2.935 -4.001 2.301 -1.061 0.629 -1.020 -0.52
C -3.041 -2.631 0.349 0.431 -0.382 0.420 -0.64
H -5.422 -3.858 2.586 0.069 0.115 -0.178 0.33
H -5.433 -2.242 1.845 -0.067 -0.058 -0.229 0.33
H -5.634 -3.707 0.828 -0.014 0.248 -0.020 0.33
H -3.250 -1.561 0.433 -0.132 -0.055 -0.196 0.37
H -3.451 -3.026 -0.584 -0.176 0.224 0.078 0.20
H -1.956 -2.777 0.345 -0.458 0.030 0.021 0.26
C -0.038 -4.269 6.633 0.492 0.209 0.246 -1.16
C 0.028 -3.595 5.288 0.898 0.821 -0.566 0.85
O 0.956 -2.844 4.994 -0.995 -0.841 0.421 -0.59
C -1.088 -3.876 4.317 0.557 0.431 -0.107 -0.81
H 0.833 -3.973 7.229 -0.170 -0.061 -0.131 0.30
H -0.944 -3.959 7.160 -0.046 -0.224 -0.073 0.31
H -0.023 -5.354 6.506 -0.220 0.065 0.062 0.36
H -2.041 -3.550 4.740 0.003 -0.269 -0.046 0.31
H -1.119 -4.944 4.087 -0.235 0.097 0.089 0.32
H -0.909 -3.323 3.389 -0.055 -0.214 0.309 0.13
C 6.186 -0.211 -1.790 -0.296 0.300 0.338 -1.10
C 5.002 -0.591 -2.639 -1.358 0.530 0.338 0.86
O 3.869 -0.196 -2.369 1.337 -0.495 -0.366 -0.52
C 5.258 -1.474 -3.831 -0.496 -0.023 -0.157 -1.17
H 5.851 0.428 -0.966 0.047 -0.150 -0.190 0.24
H 6.647 -1.109 -1.372 0.141 0.071 -0.164 0.33
H 6.911 0.344 -2.391 0.089 -0.213 0.031 0.35
H 5.678 -2.428 -3.504 0.174 0.117 -0.098 0.33
H 5.942 -0.975 -4.523 0.118 -0.169 0.104 0.38
H 4.313 -1.666 -4.350 0.200 0.057 0.129 0.27
C 3.136 7.107 -1.668 0.272 -0.369 0.246 -1.20
C 2.388 7.344 -0.384 0.333 -0.734 1.003 0.84
O 2.634 6.691 0.629 -0.408 0.840 -1.342 -0.51
C 1.327 8.412 -0.387 -0.147 -0.088 0.498 -1.11
H 3.871 6.308 -1.518 -0.184 0.179 -0.017 0.30
H 2.440 6.799 -2.452 0.060 0.194 -0.048 0.35
H 3.665 8.017 -1.964 -0.182 -0.017 -0.137 0.36
H 0.550 8.163 -1.114 0.134 0.167 -0.115 0.30
H 1.775 9.380 -0.626 -0.130 -0.072 -0.178 0.39
H 0.870 8.473 0.607 0.123 -0.008 -0.185 0.23
C -0.302 1.241 7.721 -0.052 0.532 0.035 -1.12
C 1.098 1.153 7.173 0.997 1.125 -0.280 0.85
O 1.765 2.164 6.962 -0.870 -1.089 0.217 -0.60
C 1.649 -0.220 6.894 0.341 0.298 -0.165 -0.80
H -0.566 2.293 7.874 0.070 -0.224 -0.049 0.29
H -1.007 0.803 7.010 0.018 -0.146 0.166 0.30
H -0.358 0.723 8.682 -0.105 -0.137 -0.150 0.35
H 1.030 -0.723 6.146 0.042 -0.139 0.211 0.09
H 1.679 -0.803 7.817 -0.180 -0.104 -0.115 0.34
H 2.667 -0.129 6.502 -0.253 -0.014 0.074 0.29
C -1.914 -3.045 -2.980 -0.571 0.300 0.255 -0.65
C -3.098 -3.425 -3.828 -1.089 0.445 0.145 0.71
O -4.231 -3.030 -3.558 1.167 -0.443 -0.206 -0.63
C -2.842 -4.308 -5.021 -0.597 0.239 0.141 -0.97
H -2.249 -2.406 -2.155 0.230 -0.198 -0.387 0.00
H -1.453 -3.943 -2.561 0.172 0.115 -0.116 0.36
H -1.189 -2.490 -3.580 0.108 -0.199 0.051 0.38
H -2.422 -5.263 -4.693 0.130 0.239 -0.154 0.26
H -2.158 -3.809 -5.712 0.134 -0.194 0.084 0.31
H -3.787 -4.500 -5.539 0.318 0.037 0.154 0.28
C -5.102 -7.693 -5.578 -0.010 0.524 0.022 -1.03
C -3.702 -7.780 -6.126 0.889 1.282 -0.316 0.86
O -3.035 -6.769 -6.337 -0.888 -1.622 0.049 -0.55
C -3.151 -9.153 -6.405 0.462 0.139 -0.148 -1.14
H -5.366 -6.641 -5.425 0.067 -0.233 -0.030 0.24
H -5.807 -8.131 -6.289 0.015 -0.147 0.176 0.34
H -5.158 -8.211 -4.617 -0.113 -0.129 -0.151 0.31
H -3.770 -9.656 -7.153 -0.045 -0.101 0.203 0.33
H -3.121 -9.736 -5.482 -0.173 -0.095 -0.127 0.33
H -2.133 -9.062 -6.797 -0.238 0.007 0.092 0.29
C -1.074 2.498 -4.213 0.007 0.466 0.015 -0.86
C 0.325 2.410 -4.761 0.786 1.358 -0.222 0.85
O 0.993 3.421 -4.972 -0.786 -1.248 0.240 -0.60
C 0.876 1.037 -5.040 0.456 0.130 -0.172 -0.80
H -1.339 3.550 -4.060 0.096 -0.253 -0.007 0.26
H -1.779 2.060 -4.923 0.014 -0.164 0.156 0.36
H -1.130 1.980 -3.252 -0.110 -0.079 -0.124 0.12
H 0.258 0.534 -5.788 -0.061 -0.101 0.194 0.37
H 0.907 0.454 -4.116 -0.153 -0.089 -0.124 0.08
H 1.895 1.128 -5.431 -0.223 0.003 0.109 0.26
```
Forces are in eV/Å.

Properties
DFT total energy: -71841.582 eV
HOMO: -9.0 eV
orbital gap: 9.56 eV
SMILES: C[C@@H](F)C[C@H]1C(=O)NC[C@@H]1S.CC(C)=O.CC(C)=O.CC(C)=O.CC(C)=O.CC(C)=O.CC(C)=O.CC(C)=O.CC(C)=O.CC(C)=O
ΔE to the lowest compared entry with this formula, charge and spin: 111.08 kcal per mole

=====

What did the second record say?
Entry from the Open Molecules 2025 dataset: a single C9H11NSe molecule in a non-equilibrium geometry (ωB97M-V/def2-TZVPD).

```
22
Properties=species:S:1:pos:R:3:forces:R:3:mulliken_charge:R:1
C -0.190 -2.435 1.326 -1.570 1.511 1.019 -0.72
C -1.570 -2.229 1.697 0.172 -1.402 -0.471 -0.46
C 0.531 -1.424 0.805 1.025 0.361 -1.458 -0.26
C -2.197 -1.062 1.348 -0.164 -0.061 -0.739 -0.72
C -0.116 -0.119 0.447 2.895 -2.133 0.633 0.75
C -1.472 -0.096 0.640 -3.024 1.214 0.167 0.41
C -1.950 2.025 -1.451 3.919 -4.222 0.684 -0.70
C 2.269 1.005 -1.641 -1.721 -0.039 1.835 -0.96
C 1.880 1.134 -0.063 2.703 -0.774 -1.106 -0.47
N 0.477 0.971 0.086 0.664 0.662 -0.266 -0.46
Se -2.577 1.368 0.087 -0.472 -0.622 1.098 0.24
H 0.228 -3.343 1.658 0.717 -1.039 -0.160 0.40
H -2.071 -3.167 2.015 -0.071 1.151 0.196 0.30
H 1.565 -1.686 0.461 -0.897 0.814 0.537 0.25
H -3.266 -0.847 1.380 0.185 -0.611 0.504 0.30
H -0.949 1.582 -1.752 -1.587 1.067 0.116 0.18
H -2.349 2.853 -1.820 -1.630 3.367 -1.585 0.43
H 1.414 0.436 -2.027 0.662 -0.287 -0.380 0.29
H 2.295 1.923 -2.188 -0.091 0.827 -0.029 0.29
H 3.222 0.536 -1.748 0.413 -0.606 -0.154 0.33
H 2.690 0.444 0.445 -2.076 0.678 -0.382 0.22
H 2.138 2.129 0.294 -0.052 0.142 -0.059 0.37
```
Forces are in eV/Å.

Properties
DFT total energy: -76343.145 eV
HOMO (spin up / spin down): -6.9 / -7.7 eV
orbital gap (spin up / spin down): 5.54 / 7.95 eV
ΔE to the lowest compared entry with this formula, charge and spin: 56.34 kcal per mole

=====

Question: Look up the ΔE to the lowest compared entry with this formula, charge and spin of the third one.
Answer: 111.08 kcal per mole